C4H6O2 in the gas phase at a distorted geometry. Source: the OMol25 dataset; level of theory: ωB97M-V with the def2-TZVPD basis set.

Cartesian coordinates (Å):
O -0.58500 1.01910 -1.60721
C -0.10840 1.14469 -0.31101
C -0.60013 0.22094 0.76477
C 0.10491 -2.08555 -0.23514
O 0.83124 -1.05152 -0.61876
C 0.80533 0.09703 0.24258
H -0.19183 0.21476 -1.98434
H 0.07856 2.17237 -0.02060
H -0.84297 0.48239 1.78364
H 0.01975 -2.01330 0.88275
H -1.24206 -0.55477 0.33956
H 1.73060 0.35385 0.76377

The LUMO energy is 0.219 eV. The electronic energy comes out at -306.306617 hartree. Its energy above the lowest of the compared OMol25 structures with the same formula, charge and spin is 125.3 kcal per mole. For the HOMO-LUMO gap, the calculation gives 9.16 eV. The HOMO energy comes out at -8.944 eV.